A structure of composition C27H45Cl4O2PV at a distorted geometry, computed with ωB97M-V/def2-TZVPD.

Last column: Mulliken spin population.
Geometry (Å):
V -3.6518 -0.8450 1.0806  1.02
P 0.4092 -0.3210 -0.1066  -0.01
Cl -3.8144 -2.6969 -0.1873  0.02
C 0.8564 1.2888 0.7246  0.00
H 1.6202 1.0300 1.4813  0.00
H -0.0541 1.5352 1.3074  0.00
C -1.3238 -0.4036 -0.7879  0.00
C 0.4696 -1.5001 1.3180  0.00
C -1.3354 -0.4959 -2.3153  0.00
H -1.7547 -1.3511 -0.3963  -0.05
C -2.7638 -0.6554 -2.8325  0.00
H -0.9068 0.4272 -2.7367  0.00
H -0.7221 -1.3396 -2.6681  0.00
C -3.6321 0.5293 -2.4287  0.00
H -2.7410 -0.7663 -3.9227  0.00
H -3.1825 -1.5784 -2.4102  0.00
C -3.6524 0.7068 -0.8919  0.04
H -3.2503 1.4457 -2.8995  0.00
H -4.6542 0.3819 -2.7960  0.00
C -2.2301 0.7335 -0.2954  0.09
H -4.1275 1.6706 -0.6646  0.00
H -4.3283 -0.0892 -0.4892  -0.03
H -1.7504 1.6673 -0.6194  0.00
H -2.2381 0.8202 0.8213  -0.05
C 1.7911 -0.7123 -1.2739  0.00
C 1.8827 -1.6557 1.9019  0.00
H -0.1704 -1.0112 2.0799  0.00
C 1.8171 -2.4248 3.2258  0.00
H 2.5170 -2.2049 1.1881  0.00
H 2.3652 -0.6833 2.0712  0.00
C 1.0928 -3.7663 3.0981  0.00
H 2.8341 -2.5768 3.6055  0.00
H 1.2833 -1.8012 3.9550  0.00
C -0.2535 -3.6304 2.3837  0.00
H 1.7237 -4.4683 2.5362  0.00
H 0.9393 -4.2031 4.0920  0.00
C -0.1266 -2.8887 1.0508  0.00
H -0.6975 -4.6186 2.2106  0.00
H -0.9530 -3.0605 3.0112  0.00
H 0.5216 -3.4556 0.3677  0.00
H -1.1159 -2.8289 0.5753  -0.01
C 1.8290 0.1403 -2.5541  0.00
H 2.6772 -0.4467 -0.6648  0.00
C 3.1836 -0.0305 -3.2490  0.00
H 1.0395 -0.1932 -3.2403  0.00
H 1.6427 1.2019 -2.3480  0.00
C 3.4578 -1.4968 -3.6065  0.00
H 3.2070 0.5890 -4.1532  0.00
H 3.9737 0.3377 -2.5812  0.00
C 3.2232 -2.4591 -2.4343  0.00
H 2.8098 -1.7882 -4.4436  0.00
H 4.4909 -1.5993 -3.9570  0.00
C 1.9238 -2.1988 -1.6522  0.00
H 3.2151 -3.4938 -2.7972  0.00
H 4.0671 -2.3761 -1.7356  0.00
H 1.0568 -2.5069 -2.2589  0.00
H 1.9211 -2.8353 -0.7576  0.00
C -0.0040 2.9397 -1.0444  -0.01
C 1.2758 2.3919 -0.0556  0.00
H -0.1502 2.3879 -1.9817  0.00
C 1.7648 3.5647 0.8063  0.00
H 2.0873 2.1273 -0.7512  0.00
C 0.6062 4.3278 1.4406  0.00
H 2.4374 3.1951 1.5928  0.00
H 2.3491 4.2383 0.1677  0.00
C -0.2343 5.0542 0.3943  0.00
H -0.0286 3.6287 1.9999  0.00
H 0.9987 5.0554 2.1630  0.00
C -0.7903 4.1041 -0.7074  0.00
H -1.0662 5.5782 0.8823  0.00
H 0.3792 5.8220 -0.0978  0.00
H -1.8122 3.7948 -0.4042  0.00
H -0.9337 4.6910 -1.6318  0.00
Cl -3.2285 1.0879 5.5012  0.00
C -2.1702 0.6307 4.1758  0.00
Cl -1.7677 2.0762 3.1785  0.00
Cl -0.6812 -0.1462 4.7212  0.00
C -2.9482 -0.3130 3.2066  -0.02
O -2.3663 -1.3244 2.6721  0.02
O -4.1278 0.0401 2.8410  -0.01

Values from the calculation:
strongest force on any atom	0.119	Eh/bohr
2S+1	2
E_tot	-4332.28728	a.u.